DFT (ωB97M-V/def2-TZVPD) results for a structure of composition C7H18AlClOPb in a non-equilibrium geometry.

Values from the calculation:
E_HOMO (alpha / beta): -0.0152 / 0.0665 Ha
E: -1248.11173 Ha
Total charge: -2
ΔE to the lowest compared entry with this formula, charge and spin: 0.0000 eV
LUMO level (alpha / beta): 0.204 / 0.206 hartree

Last column: natural (NBO) charge in e.
Positions of all 29 atoms, in Å:
Al 2.434277 -0.052970 -2.248766  0.957
Cl 1.589730 1.786476 -1.586656  -0.639
C 1.127543 -1.513640 -2.023788  -1.310
C 4.250315 -0.311658 -1.500780  -1.302
H 1.700187 -2.447957 -2.072860  0.197
H 0.556300 -1.477000 -1.084401  0.263
H 0.427547 -1.494331 -2.867146  0.209
H 4.256463 -1.237245 -0.910575  0.205
H 4.499207 0.526536 -0.841188  0.213
H 5.023700 -0.391794 -2.283251  0.210
Pb -0.366043 -0.155497 2.594958  0.795
C -0.912860 2.000386 2.017529  -1.110
C 1.771470 0.016471 2.714989  -0.846
H -0.590287 2.607639 2.873809  0.183
H -0.300573 2.210947 1.133567  0.219
H -1.981919 2.122116 1.811212  0.190
H 2.189701 1.034953 2.570743  0.157
H 2.464280 -0.834247 2.786661  0.154
C -3.472792 -0.459755 0.790001  -0.631
C -2.223998 -0.693550 -0.052023  0.118
C -1.936415 0.441968 -1.016050  -0.630
O -1.075681 -1.071703 0.664334  -0.899
H -3.364283 0.404568 1.464171  0.200
H -3.706815 -1.349980 1.385178  0.198
H -4.324326 -0.263344 0.123780  0.175
H -2.438844 -1.583218 -0.666437  0.124
H -1.613679 1.341584 -0.480265  0.211
H -1.141735 0.162293 -1.710983  0.228
H -2.840471 0.681952 -1.585764  0.163

Atoms 1-2, force components in eV/Å:
0.2018 -0.6834 -0.5618
-0.3311 1.0237 0.3107


DFT (ωB97M-V/def2-TZVPD) results for a cluster of 2 separate species, C7H18BBrN6O7PS in total in a non-equilibrium geometry.

Values from the calculation:
E_HOMO: -0.4460 Ha
E: -4471.04333 Ha
Total charge: +1
LUMO level: -0.114 hartree

Last column: natural (NBO) charge in e.
Positions of all 42 atoms, in Å:
C -3.016079 2.595754 3.591085  -0.639
C -2.466323 1.980332 2.265026  -0.236
Br -4.064198 1.650653 1.139069  0.006
C -1.699803 0.646396 2.550518  -0.279
N -1.026249 0.139579 1.353681  -0.165
N -1.743077 -0.604379 0.522223  -0.299
C -1.078486 -0.993957 -0.559127  0.266
N 0.156603 -0.467868 -0.376573  -0.479
C 0.207695 0.218952 0.782333  0.608
N 1.282703 0.862577 1.289587  -1.006
B 2.537922 0.814548 0.421581  1.233
N 3.793212 0.254516 0.875950  -1.125
O 2.429387 1.300552 -0.874015  -0.893
P 1.462300 1.712151 2.762923  2.323
N 2.900216 2.313177 2.814070  -1.332
O 0.403793 2.959591 2.940378  -0.943
O 1.361234 0.658253 4.003903  -1.004
H -3.611412 3.484376 3.305780  0.252
H -3.720230 1.916722 4.105182  0.233
H -2.206553 2.923208 4.270018  0.209
H -1.836191 2.735835 1.773258  0.249
H -2.504110 -0.080425 2.792644  0.245
H -1.076937 0.710067 3.456827  0.261
H -2.712638 -0.834756 0.726027  0.453
H -1.436431 -1.587827 -1.405993  0.285
H 3.872184 -0.751888 0.739946  0.402
H 4.588360 0.690523 0.412064  0.405
H 2.747508 0.618037 -1.484200  0.510
H 2.801489 3.324191 2.915315  0.394
H 0.028257 2.847031 3.835322  0.509
H 2.236757 0.617783 4.429336  0.554
C 0.119255 -2.437602 -6.040696  -0.101
C 1.175703 -2.551553 -4.961225  -0.104
O 0.449187 -2.912610 -3.778985  -0.697
S -0.817900 -3.821193 -4.194223  2.539
O -0.469143 -5.181710 -4.017013  -0.876
O -1.982240 -3.243419 -3.611991  -0.917
O -0.805342 -3.496033 -5.766850  -0.673
H -0.417964 -1.488883 -5.972347  0.193
H 0.535204 -2.545700 -7.039609  0.224
H 1.718436 -1.621649 -4.809601  0.213
H 1.883897 -3.353352 -5.181600  0.202

Atoms 1-2, force components in eV/Å:
-0.2427 0.1172 -0.6799
-0.0324 0.2683 1.3125


DFT (ωB97M-V/def2-TZVPD) results for a structure of composition C7H18BrI2MnOP2 in a non-equilibrium geometry.

Values from the calculation:
E_HOMO (alpha / beta): -0.5796 / -0.6094 Ha
E: -5355.20926 Ha
Total charge: +2
Spin multiplicity: 5
LUMO level (alpha / beta): -0.381 / -0.389 hartree

Last column: Löwdin spin population.
Positions of all 32 atoms, in Å:
I -3.994990 0.046114 0.077432  1.285
I -2.166052 -0.806049 -2.144496  0.556
Mn 0.476986 -0.054984 -0.024975  2.207
P 0.240158 1.974385 -1.119482  -0.026
C 1.089915 1.843803 -2.736520  0.006
C -1.417081 2.579798 -1.453026  -0.012
H -1.401031 3.494536 -2.042008  -0.003
H 1.061726 4.243317 -0.934851  0.000
H -1.947348 2.695832 -0.504797  0.002
H 0.707525 3.504739 0.674379  0.000
H 0.560743 1.117098 -3.367722  0.002
H -1.952777 1.810197 -2.027129  0.001
C 1.150210 3.337288 -0.317510  0.004
H 1.095960 2.835791 -3.214016  0.001
H 2.204896 3.055714 -0.192642  0.001
H 2.122882 1.502697 -2.566284  0.000
P -0.112529 -1.756150 1.445909  -0.019
C 0.608777 -3.323349 0.830452  0.004
C 0.680959 -1.601400 3.089376  -0.001
H -2.298974 -1.169994 2.169676  0.016
H -2.007815 -2.932158 2.410288  -0.001
H -2.333773 -2.278826 0.789580  0.013
C -1.853258 -2.078741 1.752435  0.023
H 0.311011 -0.680867 3.563576  0.000
H 0.424340 -2.478136 3.703915  -0.001
H 0.445656 -4.113588 1.580027  0.001
H 1.687856 -3.175660 0.668043  0.000
H 1.771033 -1.523331 2.968952  0.001
H 0.126851 -3.588673 -0.120744  0.000
C 0.816620 -1.125783 -1.533899  -0.021
O 1.296909 -1.776846 -2.395171  0.023
Br 2.604612 0.423225 0.971233  -0.061

Atoms 1-2, force components in eV/Å:
-0.5900 0.2703 0.3349
0.7954 -0.4957 0.1295